(1)
Computed, not measured: a molecular structure, C31H50IrO3P2S in a non-equilibrium geometry, with the ωB97M-V functional and the def2-TZVPD basis.

Values from the calculation:
**Gap between HOMO and LUMO (alpha / beta)**: 0.24601 / 0.08210 Eh
**HOMO energy (alpha / beta)**: -0.3431 / -0.3430 Eh
**ΔE to the lowest compared entry with this formula, charge and spin**: 0.0 kJ/mol
**2S+1**: 5
**Net charge**: +1

Element x y z (Å)
Ir 0.461 0.539 -1.382
C 0.734 0.437 1.429
C 1.819 0.771 0.552
C -0.024 2.105 -0.019
C -0.398 1.188 1.054
C 1.412 1.924 -0.252
C 0.787 -0.545 2.533
H 1.816 -0.847 2.766
H 0.241 -1.471 2.273
H 0.311 -0.153 3.446
C -1.737 1.095 1.660
H -2.124 0.063 1.632
H -2.437 1.752 1.129
H -1.706 1.415 2.712
C -0.867 3.205 -0.578
H -0.895 4.078 0.084
H -1.892 2.862 -0.747
H -0.461 3.524 -1.543
C 2.315 2.836 -1.004
H 2.647 3.667 -0.373
H 1.792 3.231 -1.878
H 3.185 2.279 -1.356
C 3.203 0.216 0.624
H 3.774 0.716 1.414
H 3.726 0.370 -0.325
H 3.178 -0.854 0.844
C -1.119 -1.429 -1.336
C 0.039 -2.115 -1.046
C 1.017 -2.603 -2.049
C 1.345 -1.690 -3.265
C 1.178 -0.201 -3.170
C -0.047 0.583 -3.307
C -1.458 0.072 -3.396
C -1.723 -1.285 -2.706
H 0.650 -3.565 -2.451
H 0.804 -2.095 -4.146
H 1.962 -2.823 -1.529
H -1.366 -2.104 -3.350
H -1.825 -1.247 -0.502
H 0.276 -2.358 0.010
H -2.816 -1.417 -2.652
H -2.123 0.829 -2.950
H 0.128 1.652 -3.569
H -1.771 -0.013 -4.450
H 2.412 -1.842 -3.487
H 2.095 0.372 -3.419
P -0.604 -1.792 -5.812
P -0.365 1.454 -5.911
C -0.479 -0.929 -7.460
C -0.986 0.506 -7.413
H -1.060 -1.533 -8.175
H 0.576 -0.979 -7.771
H -0.655 1.065 -8.302
H -2.086 0.530 -7.396
C -1.257 2.995 -6.324
H -0.845 3.813 -5.730
H -2.313 2.865 -6.070
H -1.174 3.233 -7.391
C 1.305 1.824 -6.564
H 1.264 2.052 -7.637
H 1.965 0.966 -6.401
H 1.699 2.689 -6.018
C -2.391 -2.274 -5.923
H -2.709 -2.721 -4.975
H -2.532 -3.007 -6.725
H -3.015 -1.394 -6.126
C 0.142 -3.363 -6.400
H 1.114 -3.146 -6.859
H -0.498 -3.841 -7.143
H 0.294 -4.044 -5.559
C -3.204 -4.159 8.006
C -2.931 -3.924 6.555
C -3.456 -4.797 5.592
C -3.245 -4.583 4.234
C -2.493 -3.472 3.815
C -1.941 -2.606 4.763
C -2.155 -2.827 6.124
S -2.237 -3.151 2.075
O -0.769 -3.139 1.947
O -2.901 -4.265 1.442
O -2.844 -1.840 1.849
H -4.281 -4.131 8.201
H -2.839 -5.145 8.308
H -2.716 -3.403 8.616
H -4.048 -5.662 5.924
H -3.661 -5.258 3.495
H -1.346 -1.758 4.433
H -1.729 -2.150 6.870

---

(2)
Computed, not measured: a molecular structure, C31H50MoN5OS2Si3 in a non-equilibrium geometry, with the ωB97M-V functional and the def2-TZVPD basis.

Values from the calculation:
**Gap between HOMO and LUMO**: 0.24974 Eh
**HOMO energy**: -0.6166 Eh
**Net charge**: +3

Element x y z (Å)
Mo 0.070 0.269 0.003
C -3.591 -1.053 -0.773
Si -3.184 0.743 -0.521
C -4.718 1.632 0.002
C -2.645 1.523 -2.133
C -1.748 0.858 0.784
Si -1.621 2.753 1.376
C -1.942 3.969 0.020
C -0.064 3.334 2.178
C -2.934 2.942 2.674
Si -2.249 -0.139 2.321
C -4.038 -0.326 2.707
C -1.369 0.258 3.900
C -1.558 -1.785 1.749
C -2.028 -3.016 2.188
C -1.491 -4.189 1.688
C -0.486 -4.103 0.735
C -0.040 -2.865 0.344
N -0.543 -1.716 0.847
H -4.086 -1.179 -1.745
H -4.301 -1.408 -0.018
H -2.715 -1.708 -0.740
H -5.517 1.307 -0.681
H -4.627 2.717 -0.098
H -5.047 1.407 1.017
H -2.344 0.771 -2.878
H -1.844 2.249 -1.976
H -3.492 2.074 -2.569
H -1.091 4.107 -0.656
H -2.094 4.918 0.553
H -2.838 3.788 -0.579
H 0.855 3.169 1.622
H 0.048 2.921 3.190
H -0.185 4.420 2.283
H -3.940 2.735 2.298
H -2.904 4.002 2.964
H -2.773 2.349 3.582
H -4.400 0.570 3.228
H -4.151 -1.167 3.402
H -4.688 -0.509 1.849
H -1.147 1.325 4.006
H -0.442 -0.308 3.975
H -2.019 -0.027 4.733
H -2.838 -3.045 2.911
H -1.861 -5.154 2.017
H -0.056 -4.988 0.287
H 0.725 -2.785 -0.405
C 3.626 0.445 2.681
S 2.160 1.439 2.722
C 1.812 1.254 4.444
O 1.080 0.651 1.965
H 4.303 0.834 3.445
H 4.093 0.548 1.705
H 3.356 -0.592 2.897
H 2.635 1.755 4.964
H 1.770 0.195 4.706
H 0.879 1.760 4.674
N 1.919 -0.807 -0.015
C 2.919 -1.356 -0.029
C 4.174 -2.049 -0.040
C 5.270 -1.501 -0.712
C 6.479 -2.166 -0.668
C 6.589 -3.363 0.035
C 5.491 -3.911 0.694
C 4.275 -3.256 0.664
H 5.168 -0.569 -1.258
H 7.339 -1.757 -1.185
H 7.542 -3.875 0.070
H 5.586 -4.849 1.227
H 3.408 -3.669 1.170
C 0.831 2.042 -4.917
N 0.661 1.914 -3.462
C 1.500 2.385 -2.575
N 2.578 3.046 -2.974
S 1.289 2.280 -0.830
H 0.002 1.538 -5.405
H 1.762 1.573 -5.240
H 0.819 3.090 -5.221
H -0.160 1.458 -3.117
H 2.733 3.272 -3.944
H 3.182 3.475 -2.291
N -0.302 -0.362 -1.553
C -0.219 -1.136 -2.708
C -1.366 -1.658 -3.316
C -1.234 -2.450 -4.438
C 0.029 -2.715 -4.966
C 1.175 -2.176 -4.376
C 1.056 -1.389 -3.251
H -2.340 -1.454 -2.900
H -2.119 -2.863 -4.907
H 0.122 -3.340 -5.848
H 2.155 -2.377 -4.797
H 1.928 -0.952 -2.782

---

(3)
Computed, not measured: a molecular structure, C31H50NbO17 in a non-equilibrium geometry, with the ωB97M-V functional and the def2-TZVPD basis.

Values from the calculation:
**Gap between HOMO and LUMO**: 0.21509 Eh
**HOMO energy**: -0.1630 Eh
**Net charge**: -1

Element x y z (Å)
C 1.194 -2.849 1.429
O 2.180 -1.888 1.073
C 1.563 -0.627 0.765
C 2.694 0.407 0.683
C 2.195 1.858 0.628
C 1.482 2.234 -0.695
C 0.782 3.622 -0.564
C -0.765 3.496 -0.492
C -1.248 2.798 0.804
C -2.640 2.081 0.627
Nb -4.015 2.235 2.415
C -5.866 1.443 1.309
O -5.612 0.745 0.055
C -4.946 -0.428 0.166
C -4.156 -0.787 -0.926
C -3.396 -1.933 -0.936
C -3.406 -2.757 0.186
C -4.196 -2.436 1.262
C -4.957 -1.275 1.261
H 1.085 -2.948 2.520
H 0.231 -2.570 0.978
H 1.487 -3.825 1.018
H 0.947 -0.373 1.644
H 0.985 -0.711 -0.166
H 3.273 0.294 1.614
H 3.383 0.136 -0.132
H 3.069 2.506 0.743
H 1.529 2.089 1.469
H 0.819 1.445 -1.074
H 2.285 2.362 -1.444
H 1.127 4.071 0.376
H 1.037 4.230 -1.441
H -1.140 4.534 -0.470
H -1.144 2.993 -1.394
H -1.234 3.484 1.657
H -0.502 2.021 1.033
H -2.394 1.008 0.524
H -3.080 2.421 -0.324
H -4.542 3.945 1.966
H -5.116 2.342 3.894
H -3.477 0.555 2.946
H -2.683 2.958 3.441
H -6.472 0.846 2.013
H -6.498 2.311 1.063
H -4.127 -0.121 -1.789
H -2.801 -2.136 -1.822
H -2.770 -3.641 0.158
H -4.197 -3.102 2.123
H -5.551 -1.031 2.136
C 6.601 5.472 1.046
C 6.478 4.013 0.711
O 5.179 3.684 1.204
C 4.452 4.834 1.246
O 3.286 4.890 1.452
O 5.248 5.921 1.021
H 7.204 6.018 0.323
H 7.008 5.638 2.047
H 6.505 3.827 -0.365
H 7.241 3.408 1.193
C -1.227 -3.610 -5.254
C -0.123 -4.633 -5.144
O 0.329 -4.459 -3.799
C -0.693 -3.910 -3.088
O -0.709 -3.788 -1.908
O -1.700 -3.516 -3.910
H -2.024 -3.921 -5.923
H -0.862 -2.632 -5.569
H -0.486 -5.656 -5.266
H 0.684 -4.458 -5.851
C 9.466 4.494 4.099
C 10.159 3.418 4.901
O 9.397 2.254 4.586
C 8.793 2.465 3.389
O 8.222 1.634 2.765
O 8.930 3.762 2.994
H 10.148 5.269 3.756
H 8.643 4.960 4.645
H 11.192 3.261 4.585
H 10.142 3.614 5.971
C -4.903 -5.198 4.172
C -3.724 -6.066 4.538
O -3.929 -6.296 5.933
C -5.254 -6.135 6.189
O -5.779 -6.419 7.216
O -5.896 -5.610 5.115
H -5.244 -5.361 3.152
H -4.699 -4.135 4.313
H -3.732 -7.026 4.017
H -2.770 -5.576 4.360
C -3.989 -1.593 -9.297
C -3.440 -0.986 -8.029
O -2.367 -1.873 -7.702
C -1.974 -2.487 -8.847
O -0.999 -3.158 -8.945
O -2.841 -2.233 -9.859
H -4.392 -0.849 -9.981
H -4.754 -2.348 -9.104
H -3.035 0.015 -8.183
H -4.173 -0.951 -7.226

---

(4)
Computed, not measured: a molecular structure, C31H51AsAuN2SbSi3, with the ωB97M-V functional and the def2-TZVPD basis.

Values from the calculation:
**Gap between HOMO and LUMO**: 0.28332 Eh
**HOMO energy**: -0.2669 Eh
**ΔE to the lowest compared entry with this formula, charge and spin**: 0.0 kJ/mol

Element x y z (Å)
Au -1.595 0.630 -0.281
C -1.129 -1.809 2.308
Sb -0.531 -2.632 0.390
C -1.928 -1.390 -0.711
C -1.911 -1.809 -2.151
C -1.999 -0.893 -3.210
C -2.063 -1.348 -4.510
C -2.033 -2.716 -4.754
C -1.945 -3.554 -3.658
N -1.890 -3.125 -2.399
Si -3.695 -1.761 -0.116
C -4.276 -0.674 1.309
C -3.938 -3.556 0.389
C -4.875 -1.404 -1.534
C 1.509 -1.674 0.125
C 1.547 -0.453 -0.741
C 2.286 0.699 -0.431
C 2.396 1.723 -1.353
C 1.757 1.608 -2.578
C 1.030 0.450 -2.804
N 0.928 -0.541 -1.929
Si 2.441 -2.991 -0.927
C 2.926 -4.492 0.095
C 3.993 -2.199 -1.632
C 1.458 -3.662 -2.372
Si 2.304 -1.496 1.836
C 4.177 -1.275 1.794
C 2.033 -3.031 2.901
C 1.661 -0.006 2.803
H -2.055 -2.318 2.576
H -1.319 -0.738 2.257
H -0.397 -2.019 3.085
H -2.022 0.166 -2.990
H -2.136 -0.644 -5.331
H -2.076 -3.118 -5.756
H -1.914 -4.631 -3.793
H -3.612 -0.690 2.173
H -5.260 -1.024 1.635
H -4.381 0.364 0.983
H -3.400 -3.818 1.303
H -3.588 -4.218 -0.405
H -4.999 -3.757 0.565
H -4.745 -0.380 -1.895
H -5.908 -1.514 -1.196
H -4.721 -2.078 -2.379
H 2.811 0.778 0.509
H 2.992 2.598 -1.119
H 1.829 2.374 -3.338
H 0.510 0.300 -3.746
H 3.691 -4.296 0.846
H 3.324 -5.240 -0.596
H 2.060 -4.934 0.592
H 4.597 -1.699 -0.872
H 3.736 -1.461 -2.395
H 4.614 -2.963 -2.106
H 0.620 -4.282 -2.049
H 2.130 -4.287 -2.968
H 1.067 -2.868 -3.007
H 4.682 -2.138 1.359
H 4.526 -1.179 2.827
H 4.510 -0.387 1.252
H 2.907 -3.682 2.864
H 1.168 -3.637 2.632
H 1.904 -2.716 3.940
H 2.097 0.941 2.482
H 1.942 -0.146 3.851
H 0.578 0.094 2.760
C -0.695 4.138 -1.145
As -1.177 2.926 0.286
C -2.658 3.879 1.099
C 0.256 3.182 1.603
C 0.554 4.613 1.916
C -0.093 5.268 2.962
C 0.164 6.604 3.231
C 1.075 7.308 2.458
C 1.732 6.665 1.418
C 1.472 5.330 1.151
H -0.545 5.144 -0.755
H -1.509 4.138 -1.869
H 0.210 3.784 -1.635
H -2.359 4.897 1.348
H -2.980 3.356 1.998
H -3.486 3.901 0.393
H 1.123 2.665 1.192
H -0.065 2.630 2.488
H -0.798 4.720 3.577
H -0.344 7.094 4.052
H 1.279 8.350 2.669
H 2.452 7.204 0.815
H 1.993 4.830 0.341

---

(5)
Computed, not measured: 7 unconnected molecules or ions with the total composition C31H51F16INO8, with the ωB97M-V functional and the def2-TZVPD basis.

Values from the calculation:
**Gap between HOMO and LUMO**: 0.22392 Eh
**HOMO energy**: -0.4234 Eh
**Net charge**: +1

Element x y z (Å)
O 0.863 0.329 0.206
C -0.193 0.487 0.716
O -0.445 1.242 1.811
C -1.421 -0.161 0.129
C -1.702 -1.471 0.500
C -2.783 -2.111 -0.042
C -3.034 -3.569 0.364
F -4.299 -3.728 0.777
F -2.232 -3.834 1.416
C -2.695 -4.593 -0.789
F -2.391 -3.904 -1.911
F -3.765 -5.359 -1.020
C -1.488 -5.525 -0.477
F -1.258 -6.260 -1.565
F -0.405 -4.791 -0.223
F -1.766 -6.325 0.536
N -3.584 -1.462 -0.912
I -5.289 -2.297 -1.758
C -3.327 -0.200 -1.270
C -2.244 0.490 -0.775
C -2.042 1.937 -1.197
F -2.822 2.702 -0.398
F -0.764 2.301 -1.027
C -2.439 2.225 -2.678
F -3.781 2.340 -2.754
F -2.055 1.167 -3.424
C -1.787 3.514 -3.257
F -0.517 3.253 -3.575
F -1.835 4.481 -2.327
C -2.531 4.030 -4.535
F -2.886 3.004 -5.311
F -3.609 4.726 -4.198
F -1.703 4.816 -5.216
H -0.027 0.851 2.593
H -1.030 -1.968 1.182
H -4.029 0.253 -1.950
C 2.646 -3.710 -0.366
C 2.656 -2.860 0.892
C 3.558 -3.440 1.965
O 1.317 -2.700 1.398
H 2.274 -4.714 -0.144
H 1.994 -3.270 -1.123
H 3.648 -3.803 -0.785
H 2.984 -1.851 0.648
H 3.215 -4.438 2.253
H 3.550 -2.814 2.857
H 4.585 -3.519 1.609
H 0.999 -3.577 1.641
C 4.090 0.804 0.710
C 5.003 0.218 1.777
C 5.538 1.283 2.720
O 6.069 -0.513 1.174
H 4.632 1.522 0.089
H 3.717 0.020 0.052
H 3.237 1.315 1.156
H 4.448 -0.526 2.353
H 6.136 2.013 2.167
H 6.177 0.840 3.483
H 4.727 1.815 3.219
H 6.596 0.105 0.655
C 0.223 -10.216 0.954
C 1.471 -9.407 0.634
C 1.133 -7.962 0.295
O 2.204 -10.009 -0.428
H -0.444 -10.241 0.087
H 0.488 -11.244 1.198
H -0.324 -9.788 1.795
H 2.145 -9.428 1.491
H 0.497 -7.926 -0.593
H 2.044 -7.403 0.072
H 0.612 -7.471 1.118
H 1.643 -10.023 -1.210
C 8.718 3.043 4.867
C 7.698 2.879 5.983
C 8.266 3.293 7.331
O 7.217 1.535 6.031
H 9.589 2.409 5.053
H 8.289 2.746 3.909
H 9.059 4.076 4.791
H 6.818 3.483 5.760
H 9.124 2.667 7.590
H 7.518 3.174 8.115
H 8.595 4.333 7.319
H 7.966 0.961 6.228
C -4.575 5.212 1.026
C -5.620 4.935 2.094
C -5.118 5.280 3.486
O -6.033 3.565 2.037
H -3.688 4.596 1.200
H -4.966 4.964 0.038
H -4.268 6.258 1.025
H -6.519 5.513 1.880
H -4.240 4.676 3.733
H -5.886 5.074 4.231
H -4.838 6.331 3.556
H -5.260 3.030 2.247
C -4.388 5.890 -7.714
C -5.483 4.988 -8.260
C -6.797 5.184 -7.520
O -5.076 3.619 -8.203
H -4.201 5.656 -6.662
H -3.458 5.738 -8.261
H -4.665 6.942 -7.783
H -5.631 5.196 -9.320
H -6.675 4.936 -6.461
H -7.568 4.531 -7.929
H -7.142 6.216 -7.591
H -4.936 3.398 -7.276

---

| no. | E (eV) |
| --- | --- |
| 1 | -71339.6507 |
| 2 | -89595.5871 |
| 3 | -69308.6563 |
| 4 | -130659.5687 |
| 5 | -102417.3839 |